Formula: C5H6ClFN2OS
Source: the Open Molecules 2025 dataset
Level of theory: ωB97M-V/def2-TZVPD

Structure (XYZ):
```
17
Properties=species:S:1:pos:R:3:forces:R:3:mulliken_charge:R:1
C -0.5982 -1.5088 1.3404 -2.2483 -0.4481 0.7271 -0.656
C -0.4419 0.3801 -0.2560 1.7730 -0.8696 0.2670 0.049
C -1.0953 -0.3739 0.8961 1.6712 1.1681 -1.0595 0.489
C 0.4344 -2.2938 0.6531 1.4436 2.6283 -1.1181 -0.565
C 0.8588 -1.5916 -0.6638 -2.4976 0.6727 0.8507 0.387
N 0.4455 -0.4781 -1.1036 -0.2847 -0.1139 0.6543 -0.542
N 0.1749 3.6314 -1.0993 -1.9207 -1.6012 -0.4139 -0.556
O 0.5078 1.3605 0.2559 0.1321 -1.2441 -0.0743 -0.377
F -2.0041 0.3651 1.5352 -0.4120 -0.2573 0.1589 -0.289
S 0.1584 2.9341 0.4486 -1.1369 0.9110 -0.4378 0.067
Cl 1.7707 -2.5883 -1.6789 0.9519 -0.5416 -0.6766 -0.161
H -1.1479 -1.9826 2.1631 0.4987 0.2068 -0.0104 0.371
H -1.1238 0.8533 -0.9383 -0.5735 0.2498 -0.0674 0.488
H 1.3519 -2.1517 1.2381 -0.0008 -1.1095 0.2113 0.267
H 0.1169 -3.2830 0.4284 0.2142 -0.9631 0.1540 0.449
H 1.1116 3.5607 -1.4226 0.7263 0.0924 -0.8401 0.283
H -0.5196 3.1665 -1.7965 1.6634 1.2195 1.6747 0.295
```
Positions in Å, forces in eV/Å.

Calculated values
Kohn-Sham gap = 9.450 eV
Total energy = -1337.05341 hartree
ΔE to the lowest compared entry with this formula, charge and spin = 0.0 kcal/mol
E_LUMO = 0.761 eV
HOMO level = -0.3193 hartree
SMILES = NSO[C@H]1N=C(Cl)CC=C1F

Formula: C5H6ClINO
Source: the Open Molecules 2025 dataset
Level of theory: ωB97M-V/def2-TZVPD

Structure (XYZ):
```
15
Properties=species:S:1:pos:R:3:forces:R:3:mulliken_charge:R:1
C 0.4324 0.7395 1.4278 -1.0855 0.5638 -0.5437 -0.587
C -0.5338 -0.3203 1.3233 2.8767 1.5109 0.7195 -0.101
C 1.4567 1.0961 0.5364 0.4882 -0.7594 0.6557 -0.079
C -0.9964 -0.9417 0.1752 -0.3561 -0.5758 -1.1004 0.282
C -1.2623 -0.3170 -1.0672 -1.2499 -0.3277 1.2442 0.044
N 1.6631 0.5717 -0.6658 0.4516 -0.4908 0.2478 -0.248
O -1.9110 -0.9335 -2.0285 0.7437 -0.4857 -1.0369 -0.439
Cl -1.5694 -2.6006 0.3278 0.2746 0.5372 -0.1127 -0.168
I -1.3841 1.7674 -1.2870 0.0234 -0.6497 -0.2718 0.299
H 0.3735 1.4355 2.2722 0.2018 -0.9828 0.2189 0.364
H -0.6339 -0.7511 2.3207 -1.0651 -0.1890 -0.3692 0.398
H 2.2975 1.7063 0.9687 -1.1767 -0.1897 -0.7932 0.340
H 1.1902 -0.3169 -0.9168 0.2290 1.0686 0.0114 0.253
H 2.5658 0.7394 -1.0940 -0.1449 -0.1665 -0.0208 0.265
H -1.6882 -1.8749 -2.2930 -0.2107 1.1364 1.1511 0.377
```
Positions in Å, forces in eV/Å.

Calculated values
Kohn-Sham gap = 7.019 eV
Total energy = -1081.67586 hartree
ΔE to the lowest compared entry with this formula, charge and spin = 56.5 kcal/mol
E_LUMO = -5.892 eV
HOMO level = -0.4745 hartree
Charge = +1
SMILES = [NH2+]=C/C=C\C(Cl)=C(\O)I